a.
{"formula": "C5H8O2", "method": "wB97M-V/def2-TZVPD", "symbols": ["C", "C", "C", "O", "C", "C", "O", "H", "H", "H", "H", "H", "H", "H", "H"], "positions_angstrom": [[0.785, -0.177, -1.565], [-0.037, -0.027, -0.323], [0.586, -0.914, 0.687], [-0.434, -0.657, 1.703], [-1.280, -0.235, 0.618], [-0.835, 1.118, 0.236], [-0.419, 2.058, 1.166], [0.661, -1.127, -2.086], [0.735, 0.660, -2.271], [1.802, -0.296, -1.050], [1.716, -0.759, 0.658], [0.423, -1.964, 0.404], [-2.189, -0.803, 0.449], [-1.462, 1.579, -0.528], [-0.050, 1.546, 1.901]], "nbo_charge": [-0.600, -0.159, -0.061, -0.530, 0.077, 0.080, -0.694, 0.217, 0.227, 0.206, 0.172, 0.174, 0.209, 0.201, 0.480], "homo_ha": -0.3442, "multiplicity": 1, "mol_weight_g_mol": 100.1}

---

b.
{"formula": "C5H8O2", "method": "wB97M-V/def2-TZVPD", "symbols": ["O", "C", "C", "C", "C", "C", "O", "H", "H", "H", "H", "H", "H", "H", "H"], "positions_angstrom": [[-1.878, 1.856, -0.446], [-0.497, 1.532, -0.514], [-0.233, 0.301, 0.287], [-0.021, -1.014, -0.332], [0.463, -2.070, 0.457], [1.868, -0.322, 1.113], [2.969, -0.109, 0.857], [-2.012, 2.717, -0.861], [0.116, 2.345, -0.098], [-0.172, 1.378, -1.555], [-0.638, 0.296, 1.296], [-1.179, -0.780, -0.289], [0.269, -0.985, -1.383], [0.821, -2.979, -0.017], [0.124, -2.168, 1.484]], "nbo_charge": [-0.722, -0.121, -0.212, -0.474, -0.487, 0.513, -0.550, 0.471, 0.191, 0.168, 0.222, 0.351, 0.236, 0.211, 0.204], "homo_ha": [-0.2777, -0.2777], "multiplicity": 1, "mol_weight_g_mol": 100.1}

---

c.
{"formula": "C5H8O2", "method": "wB97M-V/def2-TZVPD", "symbols": ["O", "C", "C", "O", "C", "C", "C", "H", "H", "H", "H", "H", "H", "H", "H"], "positions_angstrom": [[-3.233, 0.766, 0.233], [-2.334, -0.391, 0.568], [-0.924, -0.414, -0.157], [0.087, 0.647, 0.241], [1.209, 0.256, -0.391], [2.621, 0.245, -0.175], [3.443, 1.301, 0.317], [-2.782, 1.672, 0.292], [-2.861, -1.443, 0.358], [-2.105, -0.395, 1.646], [-1.051, -0.239, -1.224], [-0.380, -1.392, -0.018], [0.957, -0.223, -1.325], [2.783, -1.385, -0.730], [4.570, 0.996, 0.366]], "nbo_charge": [-0.735, -0.092, -0.105, -0.475, 0.357, -0.381, -0.216, 0.486, 0.217, 0.189, 0.195, 0.207, 0.155, 0.044, 0.154], "homo_ha": [-0.2968, -0.2968], "multiplicity": 1, "mol_weight_g_mol": 100.1}

---

d.
{"formula": "C5H8O2", "method": "wB97M-V/def2-TZVPD", "symbols": ["C", "C", "C", "O", "C", "C", "O", "H", "H", "H", "H", "H", "H", "H", "H"], "positions_angstrom": [[-1.608, 1.376, -0.157], [-1.259, 0.169, 0.279], [-0.278, -0.108, 1.405], [0.941, -0.769, 1.015], [1.563, -0.118, -0.032], [1.410, -0.543, -1.281], [0.746, -1.661, -1.675], [-1.289, 2.287, 0.330], [-2.298, 1.476, -0.996], [-1.812, -0.661, -0.130], [-0.713, -0.820, 2.108], [-0.043, 0.829, 1.930], [2.171, 0.756, 0.197], [1.848, 0.000, -2.099], [0.620, -2.213, -0.893]], "nbo_charge": [-0.361, -0.219, -0.103, -0.540, -0.017, 0.104, -0.678, 0.191, 0.202, 0.201, 0.198, 0.172, 0.181, 0.183, 0.485], "smiles": "C=CCO/C=C\\O", "homo_ha": -0.3215, "multiplicity": 1, "mol_weight_g_mol": 100.1}

---

How far above the most stable structure does each one sit? In kJ/mol: a 166.5; b 250.8; c 661.2; d 0.0.

---

a.
{"formula": "C5H8O2", "method": "wB97M-V/def2-TZVPD", "symbols": ["C", "C", "O", "H", "H", "H", "H", "C", "C", "C", "O", "H", "H", "H", "H"], "positions_angstrom": [[1.577, -0.804, -0.965], [0.157, -0.997, -0.517], [-0.383, -1.998, -0.168], [-0.667, -0.157, -1.318], [1.706, 0.132, -1.505], [1.866, -1.656, -1.583], [2.221, -0.791, -0.083], [-1.295, 0.853, -0.558], [-0.194, 0.741, 0.712], [-0.649, 0.430, 1.928], [-2.486, 0.680, -0.306], [-0.923, 1.752, -1.086], [0.744, 1.271, 0.577], [-0.027, 0.516, 2.812], [-1.649, 0.028, 2.059]], "nbo_charge": [-0.720, 0.596, -0.489, 0.086, 0.235, 0.260, 0.249, 0.235, -0.368, -0.278, -0.594, 0.165, 0.204, 0.198, 0.220], "homo_ha": -0.3356, "multiplicity": 1, "mol_weight_g_mol": 100.1}

---

b.
{"formula": "C5H8O2", "method": "wB97M-V/def2-TZVPD", "symbols": ["O", "C", "C", "C", "C", "O", "C", "H", "H", "H", "H", "H", "H", "H", "H"], "positions_angstrom": [[-2.043, 0.931, 0.603], [-1.194, -0.182, 0.552], [-0.738, -0.648, -0.865], [0.594, -0.001, -0.553], [1.838, -0.048, -1.259], [0.719, 1.278, -1.153], [0.293, 0.091, 0.928], [-1.749, 1.584, -0.042], [-1.704, -0.934, 1.149], [-1.250, -0.177, -1.710], [-0.727, -1.729, -1.003], [2.797, 0.022, -0.719], [1.933, -0.592, -2.215], [0.491, 1.086, 1.341], [0.742, -0.671, 1.564]], "nbo_charge": [-0.702, 0.118, -0.458, 0.152, -0.092, -0.516, -0.458, 0.470, 0.179, 0.226, 0.218, 0.208, 0.208, 0.231, 0.216], "smiles": "O[C@H]1C[C@]2(CO2)C1", "homo_ha": -0.3679, "multiplicity": 1, "mol_weight_g_mol": 100.1}

---

c.
{"formula": "C5H8O2", "method": "wB97M-V/def2-TZVPD", "symbols": ["O", "C", "C", "C", "C", "C", "O", "H", "H", "H", "H", "H", "H", "H", "H"], "positions_angstrom": [[-0.920, -0.740, -2.319], [0.322, -0.452, -1.626], [-0.119, -0.149, -0.203], [0.298, -0.755, 1.178], [0.097, 0.639, 1.839], [-0.016, 1.230, 0.430], [0.008, 2.347, -0.018], [-1.313, 0.093, -2.621], [0.831, 0.395, -2.101], [0.936, -1.353, -1.713], [-1.169, -0.368, -0.526], [-0.363, -1.549, 1.535], [1.335, -1.101, 1.284], [0.911, 1.029, 2.457], [-0.836, 0.735, 2.403]], "nbo_charge": [-0.734, -0.067, -0.410, -0.394, -0.524, 0.617, -0.528, 0.473, 0.192, 0.195, 0.286, 0.215, 0.212, 0.233, 0.235], "smiles": "O=C1CC[C@@H]1CO", "homo_ha": -0.3491, "multiplicity": 1, "mol_weight_g_mol": 100.1}

---

d.
{"formula": "C5H8O2", "method": "wB97M-V/def2-TZVPD", "symbols": ["C", "C", "C", "O", "C", "C", "O", "H", "H", "H", "H", "H", "H", "H", "H"], "positions_angstrom": [[1.671, -0.578, 0.204], [0.455, 0.254, 0.564], [-0.095, 1.325, -0.379], [-0.626, 0.675, -1.527], [-1.446, 0.731, -0.338], [-0.944, -0.464, 0.484], [-1.014, -1.660, -0.243], [2.585, 0.024, 0.184], [1.540, -1.046, -0.776], [1.798, -1.379, 0.944], [0.552, 0.710, 1.557], [0.276, 2.342, -0.506], [-2.470, 1.075, -0.474], [-1.392, -0.625, 1.474], [-0.890, -1.385, -1.168]], "nbo_charge": [-0.616, -0.254, 0.060, -0.512, 0.008, 0.082, -0.705, 0.211, 0.217, 0.219, 0.207, 0.205, 0.210, 0.188, 0.479], "smiles": "C[C@@H]1[C@H](O)[C@@H]2O[C@H]12", "homo_ha": -0.3586, "multiplicity": 1, "mol_weight_g_mol": 100.1}

---

How far above the most stable structure does each one sit? In kJ/mol: a 295.3; b 137.1; c 0.0; d 50.6.

---

a.
{"formula": "C5H8O2", "method": "wB97M-V/def2-TZVPD", "symbols": ["O", "C", "C", "O", "C", "C", "C", "H", "H", "H", "H", "H", "H", "H", "H"], "positions_angstrom": [[-0.149, 2.165, 1.664], [-0.928, 1.393, 0.791], [-0.157, 0.274, 0.152], [0.552, -0.570, 0.905], [1.060, -1.086, -0.371], [0.061, -2.064, -0.770], [-0.223, -0.546, -1.037], [0.426, 1.569, 2.161], [-1.786, 0.937, 1.313], [-1.319, 2.056, 0.017], [1.278, 1.031, -0.392], [1.748, 0.220, -0.599], [-0.520, -2.646, -0.056], [0.229, -2.553, -1.726], [-0.272, -0.180, -2.053]], "nbo_charge": [-0.691, -0.120, 0.379, -0.493, 0.077, -0.380, -0.377, 0.476, 0.185, 0.202, -0.095, 0.136, 0.226, 0.234, 0.240], "homo_ha": -0.3402, "multiplicity": 1, "mol_weight_g_mol": 100.1}

---

b.
{"formula": "C5H8O2", "method": "wB97M-V/def2-TZVPD", "symbols": ["C", "C", "C", "C", "O", "C", "O", "H", "H", "H", "H", "H", "H", "H", "H"], "positions_angstrom": [[-0.569, 1.886, -0.282], [-0.167, 0.447, -0.117], [-0.876, -0.732, -0.640], [-0.804, -0.599, 0.736], [1.296, 0.358, 0.044], [1.585, -0.918, 0.378], [1.474, -1.808, -0.593], [-0.206, 2.278, -1.238], [-0.156, 2.504, 0.523], [-1.660, 1.969, -0.274], [-1.671, -0.915, -1.353], [0.488, -1.644, -0.944], [-1.534, -0.637, 1.542], [0.388, -1.111, 1.143], [2.410, -1.078, 1.075]], "nbo_charge": [-0.626, 0.217, -0.454, -0.280, -0.513, 0.387, -0.658, 0.226, 0.222, 0.220, 0.246, 0.457, 0.237, 0.126, 0.195], "homo_ha": -0.3179, "multiplicity": 1, "mol_weight_g_mol": 100.1}

---

c.
{"formula": "C5H8O2", "method": "wB97M-V/def2-TZVPD", "symbols": ["C", "C", "O", "C", "C", "C", "O", "H", "H", "H", "H", "H", "H", "H", "H"], "positions_angstrom": [[1.931, -0.868, 0.046], [1.142, -0.269, 0.926], [0.869, 1.079, 0.841], [-0.479, 1.383, 0.638], [-1.070, 1.293, -0.800], [-1.490, 0.365, 0.260], [-2.118, -0.607, 0.574], [-0.178, -2.341, -1.140], [2.355, -0.318, -0.789], [2.169, -1.921, 0.148], [0.670, -0.784, 1.764], [-0.801, 2.239, 1.227], [-1.719, 2.095, -1.148], [-0.404, 0.877, -1.556], [-0.899, -2.330, -0.955]], "nbo_charge": [-0.460, 0.115, -0.502, -0.016, -0.567, 0.578, -0.469, -0.017, 0.209, 0.213, 0.186, 0.214, 0.248, 0.254, 0.013], "smiles": "C=CO[C@H]1CC1=O.[H][H]", "homo_ha": -0.3485, "multiplicity": 1, "mol_weight_g_mol": 100.1}

---

How far above the most stable structure does each one sit? In kJ/mol: a 273.3; b 55.6; c 0.0.

---

a.
{"formula": "ClH3NPS", "method": "wB97M-V/def2-TZVPD", "symbols": ["N", "P", "S", "Cl", "H", "H", "H"], "positions_angstrom": [[1.242, 0.371, -1.120], [0.515, 1.884, -0.634], [0.240, 1.788, 1.258], [-2.178, -2.330, 1.205], [1.058, -0.500, -0.745], [1.672, 0.319, -2.091], [-2.550, -1.533, 2.128]], "nbo_charge": [-1.153, 0.825, -0.467, -0.270, 0.397, 0.399, 0.270], "smiles": "NP=S.Cl", "homo_ha": -0.3340, "multiplicity": 1, "mol_weight_g_mol": 115.5}

---

b.
{"formula": "ClH3NPS", "method": "wB97M-V/def2-TZVPD", "symbols": ["N", "P", "S", "Cl", "H", "H", "H"], "positions_angstrom": [[0.650, -1.880, -1.387], [-0.611, -1.209, -0.680], [-0.108, 1.956, 1.196], [-1.259, 1.167, 2.664], [1.211, -1.456, -2.132], [-0.839, 0.288, -1.309], [0.956, 1.134, 1.648]], "nbo_charge": [-1.078, 0.825, 0.018, -0.160, 0.378, -0.136, 0.152], "smiles": "[H]/N=P\\[H].SCl", "homo_ha": -0.3451, "multiplicity": 1, "mol_weight_g_mol": 115.5}

---

How far above the most stable structure does each one sit? In kJ/mol: a 0.0; b 254.7.

---

a.
{"formula": "C18H21N3O2S", "method": "wB97M-V/def2-TZVPD", "symbols": ["C", "H", "H", "H", "C", "C", "H", "H", "H", "H", "O", "C", "C", "C", "C", "C", "C", "H", "H", "C", "C", "O", "N", "H", "N", "C", "S", "N", "C", "C", "C", "C", "C", "C", "H", "H", "H", "H", "H", "H", "H", "H", "H", "H", "H"], "positions_angstrom": [[1.237, 5.225, -2.355], [1.337, 5.167, -1.274], [0.410, 5.885, -2.601], [2.156, 5.632, -2.767], [0.986, 3.834, -2.929], [0.840, 3.884, -4.451], [0.726, 2.885, -4.864], [-0.028, 4.479, -4.721], [1.729, 4.334, -4.887], [0.075, 3.420, -2.475], [2.106, 3.042, -2.554], [2.012, 1.692, -2.504], [0.891, 0.935, -2.835], [0.927, -0.442, -2.715], [2.064, -1.102, -2.268], [3.184, -0.343, -1.949], [3.163, 1.030, -2.068], [4.028, 1.623, -1.818], [4.082, -0.832, -1.599], [2.046, -2.593, -2.077], [1.147, -3.012, -0.929], [0.585, -4.088, -0.841], [1.066, -2.096, 0.067], [1.300, -1.111, -0.059], [0.167, -2.308, 1.108], [-0.606, -1.270, 1.546], [-0.228, 0.269, 1.064], [-1.578, -1.649, 2.412], [-2.477, -0.923, 3.198], [-3.301, -1.666, 4.045], [-4.224, -1.038, 4.856], [-4.342, 0.342, 4.837], [-3.528, 1.081, 3.998], [-2.599, 0.462, 3.179], [-1.976, 1.054, 2.533], [-3.611, 2.157, 3.974], [-5.063, 0.834, 5.471], [-4.853, -1.629, 5.505], [-3.212, -2.745, 4.065], [-1.639, -2.649, 2.571], [-0.193, -3.261, 1.060], [3.050, -2.965, -1.863], [1.685, -3.106, -2.971], [0.046, -1.015, -2.969], [-0.019, 1.400, -3.177]], "nbo_charge": [-0.613, 0.220, 0.211, 0.212, 0.098, -0.635, 0.216, 0.213, 0.213, 0.173, -0.517, 0.391, -0.318, -0.175, -0.079, -0.187, -0.275, 0.224, 0.212, -0.510, 0.668, -0.638, -0.471, 0.449, -0.434, 0.276, -0.241, -0.588, 0.234, -0.269, -0.194, -0.231, -0.185, -0.276, 0.254, 0.215, 0.214, 0.216, 0.203, 0.389, 0.415, 0.240, 0.245, 0.214, 0.219], "smiles": "CC(C)Oc1ccc(CC(=O)NNC(=S)Nc2ccccc2)cc1", "homo_ha": -0.3087, "multiplicity": 1, "mol_weight_g_mol": 343.5}

---

b.
{"formula": "C18H21N3O2S", "method": "wB97M-V/def2-TZVPD", "symbols": ["C", "C", "H", "H", "C", "C", "C", "C", "O", "N", "C", "N", "S", "C", "H", "H", "C", "O", "N", "C", "C", "C", "C", "C", "C", "C", "C", "C", "H", "H", "H", "H", "H", "H", "H", "H", "H", "H", "H", "H", "H", "H", "H", "H", "H"], "positions_angstrom": [[-4.525, -3.551, -0.810], [-4.509, -2.124, -0.275], [-4.549, -2.147, 0.815], [-5.392, -1.594, -0.637], [-3.253, -1.387, -0.725], [-3.137, 0.034, -0.266], [-4.033, 0.681, 0.522], [-3.830, 2.052, 0.915], [-4.543, 2.738, 1.611], [-2.639, 2.595, 0.390], [-1.802, 1.883, -0.389], [-2.003, 0.652, -0.720], [-0.364, 2.724, -0.939], [0.376, 1.494, -2.066], [-0.281, 0.626, -2.050], [0.382, 1.951, -3.056], [1.831, 1.199, -1.707], [2.708, 1.674, -2.398], [2.066, 0.403, -0.634], [3.391, 0.181, -0.175], [4.427, -0.045, -1.076], [5.713, -0.263, -0.622], [5.978, -0.270, 0.737], [4.945, -0.069, 1.632], [3.644, 0.158, 1.198], [2.559, 0.336, 2.229], [1.220, 0.715, 1.605], [1.061, -0.063, 0.301], [1.243, -1.128, 0.486], [0.059, 0.043, -0.107], [1.196, 1.784, 1.382], [0.399, 0.490, 2.287], [2.453, -0.608, 2.774], [2.869, 1.091, 2.955], [5.142, -0.082, 2.695], [6.981, -0.437, 1.098], [6.508, -0.431, -1.332], [4.222, -0.041, -2.133], [-2.435, 3.562, 0.618], [-4.928, 0.207, 0.886], [-3.198, -1.384, -1.818], [-2.365, -1.921, -0.374], [-5.424, -4.068, -0.484], [-3.661, -4.105, -0.448], [-4.503, -3.553, -1.897]], "nbo_charge": [-0.598, -0.397, 0.202, 0.203, -0.440, 0.282, -0.395, 0.631, -0.596, -0.599, 0.334, -0.583, 0.273, -0.623, 0.283, 0.259, 0.670, -0.604, -0.457, 0.211, -0.218, -0.210, -0.213, -0.192, -0.071, -0.410, -0.413, -0.235, 0.199, 0.244, 0.212, 0.214, 0.212, 0.222, 0.207, 0.213, 0.215, 0.238, 0.429, 0.237, 0.225, 0.222, 0.213, 0.202, 0.203], "smiles": "CCCc1cc(=O)[nH]c(SCC(=O)N2CCCc3ccccc32)n1", "homo_ha": -0.3158, "multiplicity": 1, "mol_weight_g_mol": 343.5}

---

How far above the most stable structure does each one sit? In kJ/mol: a 136.1; b 0.0.